Record 1
{"formula": "C9H14", "method": "the ωB97M-V functional and the def2-TZVPD basis", "symbols": ["C", "C", "C", "C", "C", "C", "C", "H", "H", "H", "H", "H", "H", "H", "H", "C", "C", "H", "H", "H", "H", "H", "H"], "xyz": [[1.7866, -1.2701, -1.8649], [0.2233, 1.8154, -0.2366], [1.1945, 0.8119, -0.5529], [-1.1137, 1.6881, -0.6010], [0.7482, -0.3193, -1.2661], [-1.4631, 0.6407, -1.4596], [-0.5727, -0.4940, -1.6265], [0.4559, 2.5657, 0.5237], [2.1244, 0.7553, 0.0017], [-1.8494, 2.4046, -0.2515], [-2.4788, 0.6081, -1.8553], [2.6106, -0.7073, -2.2916], [1.3038, -1.8371, -2.6576], [-1.0324, -1.4316, -1.9209], [2.2498, -1.9325, -1.1167], [-0.2543, -1.5512, 2.6453], [-0.7033, -0.3917, 3.5058], [0.5538, -2.0334, 3.2126], [-1.0459, -2.2973, 2.5511], [0.1516, -1.3679, 1.6567], [-1.7021, -0.0165, 3.2809], [0.0011, 0.4391, 3.3960], [-0.6445, -0.6350, 4.5644]], "energy_ev": -9558.1626, "total_charge": -1, "relative_energy_kj_mol": 61.2, "spin_multiplicity": 2, "orbital_gap_ev": [3.1, 7.0]}



Record 2
{"formula": "C3H3Cl2O2", "method": "the ωB97M-V functional and the def2-TZVPD basis", "symbols": ["O", "C", "O", "C", "C", "Cl", "Cl", "H", "H", "H"], "xyz": [[-1.7383, 0.4720, 1.2700], [-1.6010, 0.2416, 0.1038], [-2.3591, 0.4943, -0.8025], [-0.1310, -0.4234, -0.3056], [1.0132, 0.1865, 0.2973], [1.4037, 1.7957, -0.3358], [2.5594, -0.9582, -0.0034], [-0.1787, -1.5102, -0.2151], [0.1539, -0.4338, -1.4356], [0.8779, 0.1355, 1.4269]], "energy_ev": -32300.9092, "total_charge": -1, "relative_energy_kj_mol": 21.2, "orbital_gap_ev": 7.9}



Record 3
{"formula": "C5H14N2O2", "method": "the ωB97M-V functional and the def2-TZVPD basis", "symbols": ["C", "C", "C", "O", "C", "N", "H", "H", "H", "H", "H", "H", "H", "H", "H", "H", "H", "N", "C", "O", "H", "H", "H"], "xyz": [[0.3502, 0.9684, 0.8618], [-0.7831, 0.2499, -0.1216], [-1.3665, 1.3260, -1.0322], [-0.2270, -0.7364, -0.9250], [-1.8700, -0.3433, 0.7914], [-1.3066, -1.2956, 1.7344], [0.7353, 0.2427, 1.5744], [1.1060, 1.5349, 0.3207], [-0.2230, 1.6975, 1.4244], [-1.7861, 2.1433, -0.4481], [-2.1472, 0.8966, -1.6600], [-0.5819, 1.7128, -1.6824], [0.4863, -1.2832, -0.3598], [-2.6395, -0.7829, 0.1333], [-2.3358, 0.4645, 1.3600], [-0.8817, -2.0743, 1.2387], [-2.0344, -1.6733, 2.3319], [2.4384, -0.1263, -1.4881], [2.7382, -0.8336, -0.3898], [1.9794, -1.6796, 0.0882], [1.4565, -0.1200, -1.7519], [3.1039, 0.4800, -1.9262], [3.7888, -0.7681, -0.0741]], "energy_ev": -12487.4291, "relative_energy_kj_mol": 86.7, "orbital_gap_ev": 9.8}



Record 4
{"formula": "C3H4N2", "method": "the ωB97M-V functional and the def2-TZVPD basis", "symbols": ["C", "C", "N", "C", "N", "H", "H", "H", "H"], "xyz": [[1.0663, -0.5352, 0.0517], [0.8977, 0.8057, -0.1287], [-0.8372, 0.7817, -0.0970], [-1.0678, -0.5409, -0.0217], [-0.0369, -1.3404, 0.1000], [2.0696, -0.9527, 0.1386], [1.7257, 1.4877, 0.2837], [-1.7496, 1.2962, -0.2560], [-2.0678, -1.0021, -0.0705]], "energy_ev": -6153.7339, "relative_energy_kj_mol": 209.1, "orbital_gap_ev": 10.1}



Record 5
{"formula": "C56H130BN7", "method": "the ωB97M-V functional and the def2-TZVPD basis", "symbols": ["B", "H", "H", "H", "H", "C", "C", "C", "N", "C", "C", "C", "C", "C", "H", "H", "H", "H", "H", "H", "H", "H", "H", "H", "H", "H", "H", "H", "H", "H", "H", "H", "C", "C", "C", "N", "C", "C", "C", "C", "C", "H", "H", "H", "H", "H", "H", "H", "H", "H", "H", "H", "H", "H", "H", "H", "H", "H", "H", "C", "C", "C", "N", "C", "C", "C", "C", "C", "H", "H", "H", "H", "H", "H", "H", "H", "H", "H", "H", "H", "H", "H", "H", "H", "H", "H", "C", "C", "C", "N", "C", "C", "C", "C", "C", "H", "H", "H", "H", "H", "H", "H", "H", "H", "H", "H", "H", "H", "H", "H", "H", "H", "H", "C", "C", "C", "N", "C", "C", "C", "C", "C", "H", "H", "H", "H", "H", "H", "H", "H", "H", "H", "H", "H", "H", "H", "H", "H", "H", "H", "C", "C", "C", "N", "C", "C", "C", "C", "C", "H", "H", "H", "H", "H", "H", "H", "H", "H", "H", "H", "H", "H", "H", "H", "H", "H", "H", "C", "C", "C", "N", "C", "C", "C", "C", "C", "H", "H", "H", "H", "H", "H", "H", "H", "H", "H", "H", "H", "H", "H", "H", "H", "H", "H"], "xyz": [[-0.6594, -1.0177, -0.1558], [-0.1413, -0.7222, 0.7434], [-1.5612, -1.5711, 0.0559], [-0.9396, -0.1523, -0.7360], [-0.1233, -1.6381, -0.8572], [0.4576, 5.4099, 4.2871], [1.2518, 5.5084, 5.6186], [1.2493, 6.9754, 6.0576], [1.7951, 7.2716, 7.4758], [3.3565, 7.0671, 7.3256], [1.2079, 6.2997, 8.5345], [1.2602, 7.1617, 9.8302], [1.1391, 8.5880, 9.4070], [1.3814, 8.6710, 7.8587], [0.8793, 6.0001, 3.4734], [-0.5324, 5.8522, 4.3982], [0.2888, 4.3555, 4.0684], [2.2334, 5.0482, 5.7314], [0.6144, 4.9637, 6.3151], [0.2056, 7.2884, 6.0311], [1.8579, 7.6488, 5.4541], [3.8638, 7.8272, 6.7315], [3.5510, 6.0546, 6.9720], [3.6292, 7.3622, 8.3389], [1.7853, 5.3866, 8.6790], [0.1662, 6.0968, 8.2859], [2.2109, 7.0014, 10.3388], [0.4065, 6.8776, 10.4456], [1.8388, 9.1261, 10.0465], [0.1786, 9.0518, 9.6317], [2.1143, 9.3807, 7.4750], [0.3942, 8.8947, 7.4543], [-7.9622, 4.4800, -0.3523], [-7.3605, 4.2702, 1.0376], [-8.0308, 3.0880, 1.7767], [-7.5911, 2.7852, 3.2531], [-7.5387, 4.0907, 4.0555], [-8.5057, 1.7746, 3.9517], [-8.0766, 0.4018, 3.4108], [-6.5928, 0.5310, 2.9869], [-6.2724, 2.0402, 3.1244], [-9.0137, 4.7671, -0.3588], [-7.7762, 3.6159, -0.9902], [-7.4753, 5.3266, -0.8363], [-7.6320, 5.1674, 1.5938], [-6.2729, 4.2487, 1.1069], [-8.0510, 2.1978, 1.1480], [-9.1002, 3.2980, 1.8003], [-8.5298, 4.5074, 3.8761], [-6.7282, 4.6539, 3.5928], [-7.3771, 3.8040, 5.0946], [-8.2547, 1.9736, 4.9936], [-9.5273, 2.1297, 3.8162], [-8.1821, -0.2388, 4.2863], [-8.7295, -0.0301, 2.6524], [-5.8082, 0.0972, 3.6067], [-6.3896, 0.1626, 1.9813], [-5.8403, 2.2984, 4.0913], [-5.5589, 2.4132, 2.3897], [1.7253, -7.7295, -5.6443], [2.9876, -8.6014, -5.6003], [2.7064, -10.0697, -6.1290], [3.9000, -10.9669, -6.5044], [4.8382, -11.1215, -5.2780], [4.5947, -10.4500, -7.7512], [4.4642, -11.5209, -8.8310], [4.2310, -12.7821, -8.0131], [3.3853, -12.3710, -6.8859], [1.2731, -7.5480, -6.6194], [1.6735, -6.7810, -5.1097], [0.9734, -8.4618, -5.3504], [3.3465, -8.6693, -4.5733], [3.7229, -8.0814, -6.2143], [2.1157, -9.9913, -7.0417], [2.1785, -10.5758, -5.3207], [5.2590, -10.1317, -5.1009], [5.6084, -11.8111, -5.6235], [4.2328, -11.5116, -4.4598], [5.5886, -10.1130, -7.4568], [3.9374, -9.6384, -8.0631], [5.3525, -11.5812, -9.4598], [3.6093, -11.4972, -9.5069], [5.2119, -13.0994, -7.6592], [3.7768, -13.6059, -8.5637], [3.5946, -12.9908, -6.0141], [2.3639, -12.3282, -7.2641], [-0.8276, -5.9483, 3.1770], [0.1392, -6.1691, 4.3923], [0.5801, -4.8833, 5.1473], [1.5737, -5.1114, 6.3121], [1.0346, -5.8998, 7.4684], [2.0480, -3.6882, 6.8153], [3.5495, -3.6803, 6.9808], [3.9239, -5.1743, 6.9065], [2.9403, -5.7591, 5.9088], [-1.1983, -6.8351, 2.6628], [-0.3088, -5.2807, 2.4891], [-1.6597, -5.3034, 3.4595], [0.9963, -6.7971, 4.1492], [-0.3714, -6.8027, 5.1175], [-0.3715, -4.4881, 5.5030], [1.1956, -4.2436, 4.5148], [0.9997, -6.9440, 7.1578], [0.0018, -5.6045, 7.6530], [1.5826, -5.7290, 8.3951], [1.5693, -3.5059, 7.7775], [1.6653, -2.8866, 6.1836], [4.0334, -3.2271, 7.8460], [4.0514, -3.1999, 6.1409], [3.7783, -5.6777, 7.8622], [4.9358, -5.3175, 6.5274], [2.7893, -6.8285, 6.0557], [3.1589, -5.4391, 4.8900], [-5.6266, -5.0617, -3.7311], [-6.2397, -3.9012, -4.5940], [-5.2088, -2.7805, -4.7018], [-5.6030, -1.4708, -5.4471], [-7.0251, -1.0413, -5.1442], [-4.6074, -0.4008, -5.0317], [-3.4344, -0.7273, -5.8420], [-3.9052, -1.3048, -7.1969], [-5.3707, -1.6404, -6.9417], [-4.6614, -5.3952, -4.1122], [-6.2994, -5.9188, -3.7031], [-5.4291, -4.7891, -2.6944], [-7.0979, -3.4701, -4.0785], [-6.6232, -4.1488, -5.5838], [-4.3331, -3.1029, -5.2651], [-4.7083, -2.5448, -3.7627], [-7.1722, -0.0315, -5.5272], [-6.9849, -1.0790, -4.0556], [-7.7849, -1.7644, -5.4408], [-4.9473, 0.5421, -5.4601], [-4.4453, -0.2999, -3.9586], [-2.6933, 0.0668, -5.9328], [-2.6926, -1.3837, -5.3870], [-3.9095, -0.6336, -8.0557], [-3.3848, -2.1934, -7.5541], [-6.0508, -0.9135, -7.3859], [-5.4888, -2.6620, -7.3030], [5.9085, -4.9437, 0.4574], [6.2245, -3.4626, 0.4902], [5.2078, -2.4752, -0.3491], [5.5613, -0.9258, -0.2226], [5.3114, -0.3126, 1.2354], [4.6188, -0.1776, -1.1764], [5.4841, 0.8848, -1.7463], [6.8746, 0.3249, -1.8981], [7.0267, -0.6406, -0.7610], [6.3271, -5.3860, -0.4466], [4.8256, -5.0677, 0.4486], [6.3064, -5.4909, 1.3120], [7.2820, -3.4491, 0.2265], [6.2715, -3.0497, 1.4979], [4.1830, -2.5829, 0.0060], [5.1417, -2.7482, -1.4022], [5.3930, 0.7637, 1.0837], [6.0554, -0.6164, 1.9717], [4.3673, -0.7367, 1.5774], [3.8519, 0.3352, -0.5957], [4.1210, -0.6890, -2.0002], [5.5929, 1.8226, -1.2015], [5.2149, 1.2619, -2.7329], [7.6174, 1.1199, -1.9627], [6.9959, -0.1920, -2.8501], [7.5771, -0.2081, 0.0745], [7.4150, -1.5826, -1.1481], [2.4751, 12.4010, -1.6127], [1.7028, 11.6534, -2.7741], [0.4861, 10.8011, -2.3053], [0.1098, 9.7458, -3.4058], [-0.4495, 10.4084, -4.6675], [1.2928, 8.7659, -3.6231], [0.7041, 7.3789, -3.9435], [-0.7651, 7.4283, -3.6679], [-0.9893, 8.6871, -2.8888], [2.5252, 11.7428, -0.7453], [1.8223, 13.1773, -1.2136], [3.4314, 12.8089, -1.9403], [2.3790, 10.9044, -3.1863], [1.3285, 12.3530, -3.5214], [-0.4167, 11.3968, -2.1707], [0.6750, 10.2677, -1.3738], [-0.7524, 9.5626, -5.2847], [0.2818, 11.0505, -5.1584], [-1.2931, 10.9284, -4.2137], [1.8790, 9.2179, -4.4232], [1.9809, 8.7814, -2.7779], [0.8882, 7.1506, -4.9933], [1.1707, 6.5642, -3.3899], [-1.2669, 7.5632, -4.6261], [-1.0868, 6.5749, -3.0709], [-2.0198, 9.0099, -3.0375], [-0.7647, 8.4830, -1.8420]], "energy_ev": -71225.9689, "total_charge": 6, "orbital_gap_ev": 6.9}



Record 6
{"formula": "C4H10N2", "method": "the ωB97M-V functional and the def2-TZVPD basis", "symbols": ["C", "N", "C", "H", "H", "H", "H", "H", "C", "N", "C", "H", "H", "H", "H", "H"], "xyz": [[1.5678, 0.2761, -1.3667], [2.4701, 0.9556, -0.7989], [2.3948, 1.1657, 0.6650], [1.9115, -0.0890, -2.3410], [0.7761, -0.3058, -0.8831], [3.4272, 1.2496, 0.9841], [1.8099, 0.3994, 1.1585], [1.9013, 2.1171, 0.8421], [-1.2381, 0.1733, 0.7885], [-1.4866, -1.0624, 0.6679], [-2.6190, -1.4195, -0.1928], [-0.4705, 0.4378, 1.5046], [-1.7717, 0.8610, 0.1294], [-3.5274, -0.9669, 0.1999], [-2.7613, -2.5054, -0.1063], [-2.3841, -1.2865, -1.2511]], "energy_ev": -7287.8704, "relative_energy_kj_mol": 265.2, "orbital_gap_ev": 10.6}



> What is the formula in the sixth record?

C4H10N2